# 1
Below is a 7-piece molecular cluster, C42H82BNO24 overall, with properties calculated with wB97M-V/def2-TZVPD.

* SMILES string: COCCCCCCCCCCCC[C@@H]1[C@@H](CCCCOC=O)OC(=O)[C@@H]1B(O)N(C)C.COC(=O)OC.COC(=O)OC.COC(=O)OC.COC(=O)OC.COC(=O)OC.COC(=O)OC

Geometry (Å):
C  11.66  -2.99  1.74
O  10.62  -2.39  0.92
C  10.07  -1.27  1.68
C  8.49  -1.06  1.41
C  8.06  0.38  1.98
C  7.18  1.24  0.95
C  5.59  1.15  1.24
C  4.81  2.32  0.43
C  3.31  1.91  0.03
C  2.22  2.20  1.16
C  0.78  1.64  0.65
C  -0.43  2.06  1.63
C  -1.53  2.81  0.73
C  -3.05  2.54  1.26
C  -3.40  0.99  1.35
C  -4.32  0.46  0.12
C  -3.95  -0.97  -0.51
C  -5.25  -1.64  -1.18
C  -4.91  -2.88  -2.14
C  -3.96  -3.97  -1.44
O  -4.76  -4.84  -0.57
C  -4.42  -4.57  0.78
O  -3.92  -5.39  1.57
O  -5.59  0.19  0.79
C  -5.26  -0.53  1.97
O  -5.77  -1.58  2.40
C  -4.09  0.38  2.66
B  -4.98  1.32  3.65
O  -5.61  2.52  3.12
N  -5.21  1.04  5.11
C  -4.21  0.08  5.67
C  -6.55  0.33  5.15
H  12.09  -3.92  1.22
H  12.53  -2.28  1.94
H  11.25  -3.37  2.75
H  10.16  -1.51  2.80
H  10.69  -0.33  1.46
H  8.29  -1.06  0.29
H  7.89  -1.86  1.96
H  7.54  0.28  3.00
H  9.01  1.01  2.17
H  7.39  0.87  -0.12
H  7.55  2.33  0.99
H  5.37  1.27  2.35
H  5.19  0.10  0.96
H  4.90  3.33  0.95
H  5.39  2.42  -0.56
H  3.29  0.81  -0.28
H  3.07  2.50  -0.94
H  2.50  1.73  2.17
H  2.15  3.34  1.30
H  0.82  0.49  0.62
H  0.66  2.09  -0.40
H  -0.84  1.18  2.23
H  0.03  2.78  2.40
H  -1.44  2.60  -0.39
H  -1.35  3.94  0.87
H  -3.73  2.98  0.43
H  -3.14  3.12  2.23
H  -2.48  0.30  1.22
H  -4.44  1.18  -0.74
H  -3.43  -1.68  0.21
H  -3.19  -0.77  -1.36
H  -5.81  -0.87  -1.84
H  -6.01  -2.02  -0.41
H  -4.53  -2.54  -3.16
H  -5.91  -3.43  -2.35
H  -3.50  -4.58  -2.30
H  -3.10  -3.52  -0.85
H  -4.60  -3.50  1.14
H  -3.36  -0.37  3.10
H  -5.07  3.29  3.43
H  -4.12  -0.90  5.10
H  -3.19  0.61  5.71
H  -4.58  -0.20  6.72
H  -6.97  0.49  6.20
H  -7.22  0.79  4.34
H  -6.35  -0.77  4.90
C  -6.67  -5.12  7.52
O  -5.39  -5.55  7.05
C  -5.37  -5.90  5.75
O  -6.30  -5.87  5.00
O  -4.12  -6.27  5.45
C  -3.94  -6.67  4.09
H  -6.58  -4.87  8.57
H  -7.00  -4.23  6.98
H  -7.41  -5.93  7.42
H  -4.16  -5.84  3.41
H  -4.57  -7.53  3.86
H  -2.90  -6.95  3.95
C  -7.35  -4.59  2.62
O  -8.69  -4.62  3.11
C  -9.63  -4.62  2.15
O  -9.43  -4.59  0.96
O  -10.84  -4.64  2.74
C  -11.94  -4.64  1.84
H  -6.68  -4.59  3.47
H  -7.15  -5.47  2.01
H  -7.17  -3.68  2.04
H  -11.91  -5.53  1.20
H  -11.94  -3.74  1.23
H  -12.85  -4.67  2.43
C  12.87  0.03  -4.91
O  12.22  -1.19  -4.55
C  11.68  -1.18  -3.32
O  11.71  -0.26  -2.54
O  11.11  -2.37  -3.11
C  10.50  -2.51  -1.83
H  13.26  -0.09  -5.92
H  12.16  0.86  -4.92
H  13.70  0.24  -4.24
H  9.69  -1.78  -1.71
H  11.23  -2.41  -1.04
H  10.07  -3.51  -1.77
C  4.28  7.03  -1.59
O  2.99  7.41  -2.04
C  2.01  6.57  -1.69
O  2.14  5.56  -1.05
O  0.85  7.05  -2.18
C  -0.29  6.25  -1.87
H  4.99  7.78  -1.93
H  4.32  6.99  -0.50
H  4.57  6.06  -2.02
H  -0.44  6.18  -0.79
H  -0.19  5.25  -2.31
H  -1.16  6.73  -2.31
C  2.14  -0.84  -5.81
O  2.64  -0.02  -4.75
C  2.01  1.16  -4.63
O  1.09  1.55  -5.31
O  2.58  1.82  -3.61
C  2.00  3.10  -3.36
H  2.72  -1.76  -5.81
H  1.09  -1.10  -5.63
H  2.26  -0.35  -6.77
H  0.94  3.01  -3.09
H  2.11  3.75  -4.23
H  2.53  3.55  -2.52
C  -4.61  4.12  -7.94
O  -3.32  4.73  -7.91
C  -2.45  4.15  -7.08
O  -2.68  3.19  -6.38
O  -1.29  4.82  -7.15
C  -0.26  4.30  -6.31
H  -5.23  4.68  -8.65
H  -4.54  3.09  -8.28
H  -5.08  4.18  -6.96
H  -0.02  3.27  -6.58
H  -0.56  4.36  -5.26
H  0.63  4.91  -6.45

# 2
Below is a 21-piece molecular cluster, C42H84Cl42 overall, with properties calculated with wB97M-V/def2-TZVPD.

* energy relative to the best compared isomer or geometry (same formula, charge and spin): 1.122 eV

Geometry (Å):
Cl  1.99  3.12  5.59
C  3.40  2.23  4.85
C  3.43  2.43  3.28
Cl  4.81  1.56  2.59
H  3.35  1.21  5.23
H  4.24  2.69  5.37
H  3.35  3.49  3.04
H  2.52  1.99  2.86
Cl  1.55  -0.53  8.33
C  1.00  -2.00  7.55
C  2.06  -3.11  7.61
Cl  1.49  -4.77  7.04
H  0.87  -1.76  6.50
H  0.16  -2.40  8.12
H  2.41  -3.38  8.60
H  2.92  -2.92  6.97
Cl  2.35  1.60  -4.96
C  2.53  3.20  -4.27
C  1.24  4.01  -4.66
Cl  1.35  4.41  -6.42
H  3.44  3.65  -4.66
H  2.50  3.10  -3.19
H  1.18  4.96  -4.12
H  0.35  3.42  -4.46
Cl  -4.05  2.66  -0.31
C  -5.30  3.45  0.63
C  -5.09  4.96  0.38
Cl  -3.65  5.50  1.29
H  -5.08  3.11  1.64
H  -6.29  3.05  0.40
H  -5.88  5.52  0.88
H  -4.93  5.26  -0.66
Cl  5.78  -3.16  5.48
C  5.61  -1.85  4.21
C  4.36  -2.08  3.32
Cl  2.95  -1.83  4.32
H  6.49  -1.90  3.56
H  5.66  -0.86  4.67
H  4.24  -3.12  3.02
H  4.28  -1.43  2.45
Cl  -3.58  -4.49  2.89
C  -2.47  -3.12  2.77
C  -1.05  -3.50  2.31
Cl  -0.24  -4.65  3.43
H  -2.52  -2.61  3.73
H  -2.86  -2.46  2.00
H  -0.55  -2.55  2.13
H  -1.06  -3.98  1.33
Cl  0.54  7.96  1.57
C  0.05  6.36  2.22
C  0.27  6.18  3.77
Cl  2.04  6.09  4.23
H  0.66  5.65  1.67
H  -0.98  6.13  1.94
H  -0.11  5.20  4.04
H  -0.24  6.92  4.39
Cl  3.48  6.13  -2.25
C  3.32  6.10  -0.56
C  4.48  5.46  0.09
Cl  4.39  3.71  -0.17
H  2.37  5.67  -0.26
H  3.25  7.16  -0.30
H  4.29  5.61  1.16
H  5.47  5.87  -0.09
Cl  -7.93  -0.10  1.68
C  -7.55  -0.92  3.22
C  -6.41  -0.21  3.97
Cl  -4.88  -0.60  3.22
H  -7.43  -1.95  2.90
H  -8.43  -0.91  3.85
H  -6.37  -0.66  4.96
H  -6.48  0.88  4.03
Cl  2.95  -8.65  2.98
C  2.15  -7.10  3.21
C  2.88  -5.95  2.62
Cl  4.50  -5.74  3.36
H  1.86  -6.97  4.25
H  1.26  -7.09  2.57
H  2.36  -4.99  2.69
H  3.06  -6.15  1.56
Cl  -0.40  -9.95  -0.46
C  -1.80  -8.87  -0.31
C  -1.48  -7.62  0.58
Cl  -0.20  -6.63  -0.09
H  -2.61  -9.55  -0.06
H  -2.00  -8.58  -1.34
H  -1.18  -7.94  1.57
H  -2.35  -6.97  0.60
Cl  -5.98  2.86  -3.97
C  -4.19  2.78  -4.12
C  -3.68  1.41  -3.64
Cl  -1.93  1.62  -3.28
H  -3.85  3.59  -3.47
H  -3.97  2.97  -5.17
H  -3.67  0.72  -4.48
H  -4.19  0.98  -2.78
Cl  2.11  -3.44  0.48
C  2.63  -3.42  -1.22
C  4.12  -2.82  -1.36
Cl  4.10  -1.13  -1.01
H  1.89  -2.90  -1.83
H  2.68  -4.47  -1.51
H  4.47  -2.99  -2.38
H  4.86  -3.33  -0.75
Cl  -0.72  -3.70  -2.84
C  -2.39  -3.09  -2.99
C  -3.38  -4.11  -3.54
Cl  -2.79  -4.70  -5.11
H  -2.40  -2.16  -3.56
H  -2.74  -2.76  -2.02
H  -4.36  -3.66  -3.73
H  -3.32  -4.96  -2.86
Cl  5.54  -2.92  -5.81
C  4.11  -1.75  -5.77
C  2.79  -2.46  -6.02
Cl  2.53  -3.66  -4.74
H  4.21  -1.01  -6.56
H  4.07  -1.15  -4.86
H  2.92  -3.00  -6.96
H  1.86  -1.89  -6.10
Cl  -8.64  -1.17  -3.36
C  -7.00  -1.41  -2.88
C  -6.95  -1.22  -1.38
Cl  -5.32  -1.44  -0.87
H  -6.44  -0.66  -3.44
H  -6.68  -2.41  -3.16
H  -7.64  -1.83  -0.81
H  -7.12  -0.19  -1.07
Cl  -1.11  -0.38  -6.32
C  -0.82  1.24  -7.00
C  -0.71  1.20  -8.57
Cl  -0.61  2.81  -9.32
H  0.10  1.59  -6.54
H  -1.60  1.83  -6.50
H  -1.56  0.75  -9.10
H  0.17  0.64  -8.88
Cl  0.12  7.05  -2.74
C  -1.05  6.33  -1.60
C  -1.29  4.88  -1.98
Cl  0.27  4.02  -1.54
H  -1.99  6.87  -1.64
H  -0.68  6.32  -0.58
H  -1.47  4.89  -3.06
H  -2.07  4.37  -1.42
Cl  8.47  0.76  0.93
C  7.16  0.22  -0.12
C  6.85  1.26  -1.18
Cl  8.16  1.14  -2.50
H  6.31  -0.07  0.50
H  7.61  -0.59  -0.69
H  6.85  2.25  -0.73
H  5.90  1.18  -1.71
Cl  1.33  -0.37  1.73
C  0.78  0.10  0.04
C  -0.22  -0.90  -0.69
Cl  -1.82  -0.76  -0.03
H  1.71  0.33  -0.48
H  0.30  1.07  0.22
H  0.07  -1.94  -0.51
H  -0.29  -0.78  -1.77
Cl  -1.17  3.12  1.87
C  -2.47  2.63  3.05
C  -1.79  2.10  4.30
Cl  -1.39  0.36  4.19
H  -3.13  1.95  2.51
H  -3.06  3.53  3.21
H  -2.49  2.10  5.14
H  -0.96  2.65  4.74

no.,frontier orbital gap (eV),strongest force on any atom (eV/Å),DFT total energy (eV)
1,9.5169,4.58,-96185.7795
2,9.8012,2.74,-570862.5044